Run P
ORCA calculation (the ωB97M-V functional and the def2-TZVPD basis) on a 15-piece molecular cluster, C30H90O15 overall.

```
135
C30H90O15, DFT the ωB97M-V functional and the def2-TZVPD basis
C 0.971 -4.034 0.559
C 0.379 -4.551 -0.740
O -0.306 -3.492 -1.427
H 0.203 -3.565 1.182
H 1.738 -3.292 0.333
H 1.431 -4.808 1.182
H -0.338 -5.357 -0.565
H 1.165 -4.839 -1.432
H -1.155 -3.254 -1.000
C 3.381 -3.012 -2.983
C 2.505 -1.785 -2.835
O 1.208 -1.984 -3.384
H 4.313 -2.910 -2.425
H 3.586 -3.200 -4.038
H 2.839 -3.880 -2.604
H 2.945 -0.918 -3.324
H 2.432 -1.535 -1.764
H 0.672 -2.498 -2.756
C 4.448 2.629 0.510
C 4.662 3.416 1.772
O 5.650 4.402 1.630
H 4.366 3.298 -0.349
H 3.537 2.041 0.572
H 5.331 2.012 0.335
H 5.008 2.744 2.558
H 3.722 3.850 2.133
H 5.270 5.121 1.116
C -4.818 -0.505 1.950
C -4.477 0.969 2.153
O -4.069 1.542 0.871
H -5.568 -0.554 1.151
H -5.313 -0.904 2.835
H -3.940 -1.095 1.698
H -3.646 1.102 2.857
H -5.368 1.494 2.518
H -3.815 2.462 1.021
C -5.294 0.498 -3.053
C -5.100 -0.687 -2.126
O -3.999 -0.504 -1.213
H -4.384 0.738 -3.599
H -5.662 1.349 -2.480
H -6.012 0.261 -3.848
H -4.906 -1.619 -2.667
H -6.027 -0.890 -1.562
H -4.227 0.153 -0.517
C 3.465 2.414 -3.075
C 1.975 2.714 -3.094
O 1.494 3.042 -1.772
H 3.656 1.629 -2.327
H 4.060 3.261 -2.732
H 3.867 2.044 -4.022
H 1.382 1.885 -3.499
H 1.772 3.617 -3.679
H 1.484 2.226 -1.227
C 2.690 -1.418 2.461
C 2.259 -0.213 3.253
O 2.525 0.988 2.508
H 2.357 -2.339 2.934
H 3.778 -1.417 2.371
H 2.317 -1.366 1.436
H 2.782 -0.150 4.216
H 1.183 -0.280 3.481
H 2.397 1.708 3.154
C -0.791 0.586 0.738
C 0.233 0.066 -0.217
O 1.487 0.746 -0.138
H -0.608 0.342 1.789
H -1.798 0.272 0.457
H -0.828 1.686 0.756
H -0.116 0.097 -1.250
H 0.432 -1.004 -0.037
H 1.864 0.643 0.759
C 5.211 -0.677 -0.141
C 6.426 -0.186 0.599
O 7.249 -1.334 0.914
H 4.767 -1.527 0.387
H 5.532 -1.151 -1.076
H 4.482 0.119 -0.254
H 6.087 0.256 1.551
H 6.934 0.572 -0.007
H 8.048 -1.036 1.358
C -1.529 -1.917 3.146
C -2.357 -2.897 3.965
O -2.125 -2.771 5.375
H -1.616 -2.093 2.068
H -0.470 -2.048 3.382
H -1.798 -0.878 3.359
H -2.108 -3.915 3.658
H -3.431 -2.772 3.762
H -2.582 -1.982 5.680
C -0.078 2.968 4.263
C 1.045 2.730 5.246
O 2.302 2.966 4.586
H -1.035 3.047 4.777
H -0.125 2.225 3.467
H 0.094 3.939 3.780
H 0.990 1.697 5.641
H 0.922 3.355 6.141
H 3.008 2.946 5.243
C -1.923 1.924 -2.971
C -1.892 2.024 -4.478
O -1.982 3.431 -4.867
H -1.105 2.483 -2.550
H -1.948 0.863 -2.704
H -2.872 2.275 -2.546
H -2.708 1.457 -4.944
H -0.946 1.608 -4.852
H -2.438 3.500 -5.709
C -1.926 -1.622 -3.827
C -2.402 -3.043 -3.952
O -2.961 -3.221 -5.252
H -1.651 -1.423 -2.786
H -2.758 -0.960 -4.071
H -1.050 -1.410 -4.431
H -3.146 -3.266 -3.171
H -1.557 -3.715 -3.762
H -3.430 -4.061 -5.282
C 0.400 4.643 1.464
C -0.508 5.050 0.331
O -1.901 4.972 0.799
H 0.088 3.689 1.884
H 0.375 5.399 2.258
H 1.438 4.613 1.128
H -0.404 4.381 -0.519
H -0.271 6.054 -0.050
H -2.477 5.074 0.032
C -3.133 -4.962 0.703
C -3.745 -3.739 0.051
O -2.740 -2.734 -0.104
H -2.645 -4.686 1.637
H -2.454 -5.471 0.022
H -3.937 -5.658 0.954
H -4.561 -3.353 0.677
H -4.150 -3.991 -0.939
H -3.182 -1.952 -0.535
```

Output
**Kohn-Sham gap**: 0.359 hartree
**Multiplicity**: 1
**Charge**: 0
**HOMO**: -9.49 eV

Run Q
ORCA calculation (the ωB97M-V functional and the def2-TZVPD basis) on a 15-piece molecular cluster, C30H90O15 overall.

```
135
C30H90O15, DFT the ωB97M-V functional and the def2-TZVPD basis
C -0.515 -0.053 -0.291
C 0.538 -0.107 0.893
O -0.146 -0.391 2.106
H -1.330 0.648 -0.109
H -0.925 -1.027 -0.555
H 0.005 0.240 -1.203
H 1.092 0.829 0.958
H 1.301 -0.878 0.777
H 0.469 -0.183 2.814
C -0.876 -1.062 -6.191
C 0.039 -1.212 -4.901
O -0.421 -0.425 -3.801
H -1.930 -1.006 -5.917
H -0.776 -1.902 -6.878
H -0.615 -0.158 -6.741
H 1.076 -0.927 -5.082
H 0.064 -2.233 -4.522
H -1.226 -0.792 -3.427
C 4.477 -1.489 1.391
C 5.751 -1.042 0.665
O 6.244 0.018 1.421
H 4.072 -2.364 0.882
H 3.772 -0.664 1.280
H 4.692 -1.614 2.452
H 5.589 -0.640 -0.335
H 6.547 -1.786 0.641
H 7.202 -0.047 1.450
C 0.514 -4.592 -0.667
C 1.259 -3.343 -1.099
O 2.601 -3.550 -0.841
H 0.619 -4.693 0.413
H 0.935 -5.506 -1.086
H -0.562 -4.582 -0.840
H 0.835 -2.467 -0.608
H 1.133 -3.184 -2.170
H 3.091 -2.843 -1.267
C 3.616 3.723 -1.051
C 2.451 3.507 -0.043
O 1.867 4.778 0.128
H 4.413 4.341 -0.638
H 3.279 4.145 -1.997
H 4.185 2.837 -1.333
H 2.769 3.069 0.903
H 1.742 2.795 -0.466
H 1.129 4.655 0.730
C -3.635 -4.091 1.992
C -3.158 -2.687 1.719
O -1.779 -2.680 1.792
H -3.231 -4.866 1.340
H -4.725 -4.053 1.991
H -3.388 -4.368 3.017
H -3.534 -1.980 2.458
H -3.587 -2.354 0.774
H -1.394 -1.801 1.830
C 1.930 -3.198 3.205
C 0.720 -3.612 4.004
O -0.126 -4.375 3.193
H 2.554 -2.479 3.736
H 1.538 -2.694 2.321
H 2.498 -4.074 2.891
H 0.084 -2.767 4.268
H 0.951 -4.089 4.956
H -0.720 -3.828 2.675
C -2.631 4.997 -1.365
C -1.526 4.037 -1.933
O -1.668 3.851 -3.311
H -2.728 4.683 -0.326
H -3.562 4.806 -1.899
H -2.345 6.042 -1.485
H -1.667 3.050 -1.491
H -0.543 4.408 -1.645
H -0.953 3.253 -3.540
C -2.039 -0.579 5.409
C -1.471 -1.213 6.613
O -2.502 -1.671 7.482
H -2.499 0.400 5.546
H -2.787 -1.252 4.989
H -1.262 -0.574 4.645
H -0.818 -0.494 7.108
H -0.789 -2.017 6.338
H -2.295 -2.572 7.740
C 1.125 1.510 6.335
C 1.620 0.412 5.408
O 1.518 0.700 4.029
H 0.087 1.721 6.078
H 1.679 2.447 6.274
H 1.213 1.166 7.366
H 1.182 -0.560 5.633
H 2.686 0.321 5.618
H 2.352 1.048 3.706
C -5.112 1.836 -2.478
C -4.070 1.307 -1.600
O -4.535 0.082 -1.181
H -5.199 1.241 -3.387
H -4.833 2.841 -2.795
H -6.078 2.002 -2.002
H -3.841 1.959 -0.757
H -3.158 1.214 -2.191
H -5.397 0.125 -0.762
C -3.308 -3.866 -2.962
C -3.452 -2.427 -3.498
O -2.743 -1.506 -2.700
H -3.780 -4.637 -3.571
H -3.818 -3.884 -1.999
H -2.250 -4.077 -2.808
H -4.491 -2.097 -3.498
H -3.021 -2.377 -4.498
H -3.383 -1.074 -2.129
C -0.694 3.082 3.645
C -0.989 3.470 2.167
O -0.296 4.660 1.980
H 0.364 2.918 3.852
H -1.208 2.128 3.761
H -1.071 3.867 4.301
H -2.062 3.624 2.049
H -0.723 2.757 1.386
H -0.569 5.279 2.661
C 3.785 0.424 -3.512
C 3.106 -0.607 -2.558
O 4.005 -1.722 -2.403
H 4.680 0.750 -2.982
H 3.120 1.280 -3.624
H 4.032 0.031 -4.498
H 2.165 -1.006 -2.937
H 2.904 -0.174 -1.579
H 4.192 -2.075 -3.276
C 1.207 4.023 -5.443
C 0.638 2.614 -5.348
O 0.322 2.274 -3.995
H 1.192 4.300 -6.497
H 2.169 4.231 -4.976
H 0.483 4.753 -5.080
H 1.454 1.942 -5.614
H -0.172 2.400 -6.045
H 0.016 1.365 -3.950
```

Output
**Kohn-Sham gap**: 0.358 hartree
**Multiplicity**: 1
**Charge**: 0
**HOMO**: -9.34 eV

Which one sits at the bottom of the stability order? run Q does.

Run P
ORCA calculation (the ωB97M-V functional and the def2-TZVPD basis) on a 3-piece molecular cluster, C6H12O2 overall.

```
20
C6H12O2, DFT the ωB97M-V functional and the def2-TZVPD basis
C -0.926 -0.090 -3.313
C -0.751 -0.753 -2.107
C -0.915 -0.216 -0.823
C 0.139 -0.680 0.257
C 0.301 0.164 1.357
C 1.196 0.064 2.398
H -0.561 -0.546 -4.254
H -1.840 0.478 -3.312
H -0.416 -1.806 -2.173
H -1.623 0.564 -0.530
H 0.778 -1.492 -0.095
H -0.182 1.141 1.235
H 2.014 -0.642 2.235
H 1.422 0.953 2.971
O -0.895 0.219 4.247
H -0.400 0.245 3.413
H -1.040 -0.697 4.464
O 1.439 1.368 -2.071
H 1.087 1.059 -1.222
H 1.175 0.667 -2.677
```

Output
**Kohn-Sham gap**: 0.258 hartree
**Multiplicity**: 1
**Charge**: 0
**HOMO**: -8.28 eV

Run Q
ORCA calculation (the ωB97M-V functional and the def2-TZVPD basis) on a 3-piece molecular cluster, C6H12O2 overall.

```
20
C6H12O2, DFT the ωB97M-V functional and the def2-TZVPD basis
C -1.856 0.064 0.115
C 0.735 0.014 0.041
C 0.347 1.297 -0.015
C -1.972 -1.048 1.101
C 0.889 -0.882 -1.137
C 3.012 1.514 0.315
O -2.224 -0.186 -1.187
O 3.225 1.689 1.478
H -1.989 -1.092 -1.423
H -2.214 1.040 0.417
H 0.986 -0.404 1.009
H 3.848 1.743 -0.434
H 0.301 1.901 0.880
H 0.095 1.766 -0.957
H -3.017 -1.369 1.234
H -1.403 -1.932 0.791
H -1.592 -0.734 2.075
H 0.364 -1.830 -0.978
H 1.945 -1.132 -1.274
H 0.520 -0.418 -2.052
```

Output
**Kohn-Sham gap (alpha / beta)**: 0.242 / 0.306 hartree
**Multiplicity**: 1
**Charge**: 0
**HOMO (alpha / beta)**: -6.09 / -7.48 eV

Run R
ORCA calculation (the ωB97M-V functional and the def2-TZVPD basis) on a 2-piece molecular cluster, C6H12O2 overall.

```
20
C6H12O2, DFT the ωB97M-V functional and the def2-TZVPD basis
C 1.349 2.296 -1.634
C 1.057 0.861 -1.321
C 1.884 -0.051 -2.159
C 0.152 0.440 -0.442
C -0.148 -0.926 0.058
C -0.087 -1.046 1.398
O -0.300 -2.317 1.933
H 1.226 2.944 -0.782
H 2.395 2.430 -1.952
H 0.845 2.698 -2.507
H 1.919 0.255 -3.197
H 1.596 -1.176 -2.292
H 2.921 -0.147 -1.781
H -0.389 1.239 0.069
H -0.169 -1.815 -0.567
H -0.206 -0.373 2.222
H 0.246 -2.987 1.481
O -3.323 0.644 1.874
H -3.162 -0.195 2.309
H -3.147 0.629 0.932
```

Output
**Kohn-Sham gap**: 0.337 hartree
**Multiplicity**: 1
**Charge**: 0
**HOMO**: -8.38 eV

Which one sits at the bottom of the stability order? run Q does.

Run P
ORCA calculation (the ωB97M-V functional and the def2-TZVPD basis) on an isolated molecule of C4H8N2S.

```
15
C4H8N2S, DFT the ωB97M-V functional and the def2-TZVPD basis
C 3.022 0.463 0.761
N 1.668 -0.035 0.817
C 1.337 -0.929 1.922
C 0.750 0.310 -0.093
N -0.483 -0.111 -0.056
C -1.278 0.347 -1.080
S -2.845 -0.031 -1.281
H 3.149 1.119 -0.128
H 3.698 -0.368 0.681
H 3.263 1.016 1.663
H 0.268 -1.221 1.836
H 1.533 -0.419 2.849
H 1.985 -1.797 1.877
H 1.116 0.999 -0.862
H -0.779 1.030 -1.806
```

Output
**Kohn-Sham gap**: 0.308 hartree
**Multiplicity**: 1
**Charge**: 0
**HOMO**: -8.05 eV

Run Q
ORCA calculation (the ωB97M-V functional and the def2-TZVPD basis) on an isolated molecule of C4H8N2S.

```
15
C4H8N2S, DFT the ωB97M-V functional and the def2-TZVPD basis
H 1.677 -2.435 -0.743
N 1.692 -1.334 -0.743
C 0.523 -0.779 -0.630
S -1.048 -1.747 -0.768
C -2.181 -0.424 -0.557
N 0.282 0.600 -0.253
C 1.510 1.283 0.229
C 0.454 0.723 1.211
H -2.105 0.245 0.365
H -2.009 0.298 -1.292
H -3.192 -0.819 -0.550
H 2.494 0.696 0.037
H 1.395 2.434 0.156
H 0.780 -0.082 1.861
H -0.273 1.340 1.677
```

Output
**Kohn-Sham gap**: 0.360 hartree
**Multiplicity**: 1
**Charge**: 0
**HOMO**: -8.90 eV

Run R
ORCA calculation (the ωB97M-V functional and the def2-TZVPD basis) on an isolated molecule of C4H8N2S.

```
15
C4H8N2S, DFT the ωB97M-V functional and the def2-TZVPD basis
C -0.113 1.997 0.247
C 0.481 0.728 -0.422
C 1.916 0.315 -0.093
N 1.862 -1.123 0.177
C 0.573 -1.399 0.170
N -0.266 -0.375 0.075
S -1.874 -0.387 -0.116
H 0.745 2.871 0.140
H -1.184 2.064 -0.360
H -0.298 1.989 1.478
H 0.032 0.789 -1.393
H 2.291 1.087 0.571
H 2.604 0.306 -1.019
H -0.200 -2.326 0.218
H -2.323 0.050 1.043
```

Output
**Kohn-Sham gap**: 0.338 hartree
**Multiplicity**: 1
**Charge**: 0
**HOMO**: -8.59 eV

Which one sits at the bottom of the stability order? run R does.

Run P
ORCA calculation (the ωB97M-V functional and the def2-TZVPD basis) on C7H10S as an isolated structure.

```
18
C7H10S, DFT the ωB97M-V functional and the def2-TZVPD basis
C 1.532 0.674 -0.935
C 0.300 1.431 -0.543
C -0.527 2.185 -1.335
C 0.180 -0.282 1.773
C -0.911 -1.265 1.324
C -1.000 -1.752 -0.069
C -0.869 -2.245 -1.181
H 1.461 0.627 -2.025
H 2.462 1.169 -0.487
H 1.327 -0.377 -0.701
H -1.322 2.746 -0.827
H -0.384 2.320 -2.350
H 1.292 -0.603 1.675
H -0.024 0.010 2.850
H -1.861 -0.687 1.631
H -0.936 -2.084 2.054
H -0.555 -3.322 -2.068
S -0.168 1.454 1.214
```

Output
**Kohn-Sham gap**: 0.327 hartree
**Multiplicity**: 1
**Charge**: 0
**HOMO**: -8.25 eV

Run Q
ORCA calculation (the ωB97M-V functional and the def2-TZVPD basis) on C7H10S as an isolated structure.

```
18
C7H10S, DFT the ωB97M-V functional and the def2-TZVPD basis
C -1.218 0.089 1.171
C -2.404 0.482 0.687
C -0.822 0.529 -1.047
C -0.267 0.125 0.091
C -2.268 0.812 -0.765
C 1.943 -1.469 -0.403
C 1.589 -0.290 0.461
S 2.495 1.217 0.041
H -0.988 -0.209 2.177
H -3.328 0.571 1.228
H -0.362 0.664 -2.007
H -2.945 0.225 -1.389
H -2.496 1.864 -0.953
H 2.969 -1.791 -0.212
H 1.862 -1.202 -1.455
H 1.271 -2.304 -0.204
H 1.602 -0.471 1.528
H 3.369 1.156 1.051
```

Output
**Kohn-Sham gap**: 0.346 hartree
**Multiplicity**: 1
**Charge**: 0
**HOMO**: -8.52 eV

Run R
ORCA calculation (the ωB97M-V functional and the def2-TZVPD basis) on an isolated molecule of C7H10S.

```
18
C7H10S, DFT the ωB97M-V functional and the def2-TZVPD basis
C 1.889 -1.222 -0.478
C 0.758 -0.970 0.082
C -0.256 -1.910 0.398
S -1.828 -1.364 -0.091
C -1.212 0.244 -0.095
C -2.198 1.225 -0.229
C 0.242 0.345 0.466
C 0.795 1.794 0.121
H 2.533 -0.431 -0.594
H 2.028 -2.089 -1.321
H -0.250 -2.236 1.441
H -0.143 -2.852 -0.114
H -3.039 0.868 -0.789
H -1.948 2.252 -0.120
H 0.131 -0.093 1.522
H 0.053 2.558 0.700
H 1.865 1.974 0.166
H 0.581 1.907 -1.065
```

Output
**Kohn-Sham gap**: 0.315 hartree
**Multiplicity**: 1
**Charge**: 0
**HOMO**: -7.86 eV

Which one sits at the bottom of the stability order? run P does.

Run P
ORCA calculation (the ωB97M-V functional and the def2-TZVPD basis) on an isolated molecule of C3H4BN.

```
9
C3H4BN, DFT the ωB97M-V functional and the def2-TZVPD basis
B 0.176 1.158 0.342
C -0.644 -0.083 0.671
C -0.251 -1.205 -0.066
C -1.810 -0.037 1.446
N -2.702 0.453 1.998
H 1.256 0.996 0.307
H -0.181 2.345 0.320
H -0.930 -2.015 -0.167
H 0.547 -1.336 -0.845
```

Output
**Kohn-Sham gap**: 0.359 hartree
**Multiplicity**: 1
**Charge**: 0
**HOMO**: -10.54 eV

Run Q
ORCA calculation (the ωB97M-V functional and the def2-TZVPD basis) on an isolated molecule of C3H4BN.

```
9
C3H4BN, DFT the ωB97M-V functional and the def2-TZVPD basis
B 0.091 -1.293 0.033
C 0.863 0.096 0.055
C 0.167 1.293 0.124
C 2.277 -0.039 0.015
N 3.407 -0.153 -0.152
H 0.667 -2.204 0.471
H -1.085 -1.336 -0.424
H 0.737 2.176 0.160
H -0.853 1.390 0.053
```

Output
**Kohn-Sham gap**: 0.355 hartree
**Multiplicity**: 1
**Charge**: 0
**HOMO**: -10.61 eV

Which one sits at the bottom of the stability order? run P does.

Run P
ORCA calculation (the ωB97M-V functional and the def2-TZVPD basis) on an isolated molecule of C3H5ClFN.

```
11
C3H5ClFN, DFT the ωB97M-V functional and the def2-TZVPD basis
N -1.549 0.024 -0.531
C -0.170 -0.482 -0.541
C 0.234 -0.423 0.915
C 0.939 0.483 -0.122
F 0.959 1.840 -0.043
Cl 2.488 -0.182 -0.356
H -1.403 0.681 0.329
H -1.643 0.537 -1.473
H -0.042 -1.464 -1.043
H -0.612 0.243 1.365
H 0.799 -1.259 1.500
```

Output
**Kohn-Sham gap**: 0.388 hartree
**Multiplicity**: 1
**Charge**: 0
**HOMO**: -9.64 eV

Run Q
ORCA calculation (the ωB97M-V functional and the def2-TZVPD basis) on an isolated molecule of C3H5ClFN.

```
11
C3H5ClFN, DFT the ωB97M-V functional and the def2-TZVPD basis
F -0.863 1.782 -0.171
C -0.861 0.342 0.025
Cl -2.569 -0.187 0.047
C 0.151 -0.228 -1.073
N 1.282 -0.034 -0.034
C 0.295 0.057 1.077
H -0.014 -1.226 -1.522
H 0.283 0.486 -1.911
H 1.647 -0.987 0.074
H 0.505 0.824 1.743
H 0.144 -0.830 1.745
```

Output
**Kohn-Sham gap**: 0.404 hartree
**Multiplicity**: 1
**Charge**: 0
**HOMO**: -10.16 eV

Which one sits at the bottom of the stability order? run P does.